A.
2 unconnected molecules or ions with the total composition C16H17N, computed with the ωB97M-V functional and the def2-TZVPD basis.

Properties
LUMO level	0.9	eV
highest occupied orbital energy	-7.639	eV
SMILES string	Cc1c[nH]c2ccccc12.Cc1ccccc1
spin multiplicity	1
gap between HOMO and LUMO	8.523	eV

Geometry (Å):
C (2.6683, 1.7181, 0.4895)
C (1.2487, 1.5643, -2.9858)
C (0.0009, 2.1712, -2.7646)
C (2.1687, 1.5550, -1.9451)
C (1.7111, 1.9308, -0.6509)
C (-0.3018, 2.7331, -1.5403)
C (0.4176, 2.3958, -0.4072)
H (1.5463, 1.0255, -3.8869)
H (-0.7177, 2.2944, -3.5792)
H (3.0463, 0.9064, -1.9087)
H (-1.1536, 3.4129, -1.4467)
H (2.4053, 0.9124, 1.1540)
H (2.4547, 2.4825, 1.3154)
H (0.1518, 2.7905, 0.5791)
H (3.6943, 1.5675, 0.2083)
C (0.7953, -2.0202, -1.0147)
C (-0.9805, -1.5519, 0.7051)
C (0.3890, -1.7775, 0.3910)
C (-1.1175, -1.2073, 2.0270)
C (1.0179, -1.8171, 1.6491)
C (-2.1355, -1.6625, -0.1329)
C (-3.3008, -1.3505, 0.5346)
C (-3.4452, -1.0629, 1.9311)
C (-2.3297, -1.0908, 2.7453)
N (0.1555, -1.3308, 2.5957)
H (-2.2137, -2.0114, -1.1961)
H (-4.2713, -1.6049, 0.0619)
H (-4.4293, -0.8419, 2.2437)
H (0.8996, -1.0066, -1.5197)
H (-0.1079, -2.3715, -1.5350)
H (2.0761, -1.8816, 1.7968)
H (0.2945, -1.3834, 3.5851)
H (-2.3207, -0.9587, 3.8157)
H (1.6832, -2.5290, -1.3147)

Here are the natural (NBO) charges for atoms 1 to 2, given in e: -0.648 -0.186


B.
2 unconnected molecules or ions with the total composition C16H17N, computed with the ωB97M-V functional and the def2-TZVPD basis.

Properties
LUMO level	0.9	eV
highest occupied orbital energy	-7.714	eV
SMILES string	Cc1c[nH]c2ccccc12.Cc1ccccc1
spin multiplicity	1
gap between HOMO and LUMO	8.647	eV

Geometry (Å):
C (2.6108, 1.7295, -0.9584)
C (0.3581, 1.8377, 2.0200)
C (0.5777, 1.5557, 0.6403)
C (1.9562, 1.8893, 0.3756)
C (2.4446, 2.4760, 1.4953)
C (-0.8471, 1.4458, 2.5777)
C (-1.9529, 1.2481, 1.7449)
C (-1.7563, 1.0505, 0.3816)
C (-0.4876, 1.2138, -0.1731)
N (1.4819, 2.4589, 2.4937)
H (-0.9677, 1.4841, 3.6494)
H (-2.8855, 1.2495, 2.2969)
H (1.4989, 2.9767, 3.3581)
H (-2.6260, 0.8200, -0.2141)
H (3.4475, 2.8294, 1.6375)
H (-0.3675, 0.9437, -1.2044)
H (2.5737, 0.6807, -1.2545)
H (3.6543, 1.9986, -1.1078)
H (1.9309, 2.1940, -1.6830)
C (-1.5044, -2.7456, 0.9049)
C (0.2553, -2.8188, -0.8679)
C (-1.0520, -2.4681, -0.5163)
C (0.8217, -2.2932, -2.0233)
C (-1.7863, -1.6645, -1.3724)
C (0.1181, -1.4364, -2.8523)
C (-1.2183, -1.1957, -2.5538)
H (0.8767, -3.3273, -0.1453)
H (1.8273, -2.6140, -2.2298)
H (-1.1386, -3.7215, 1.2167)
H (-2.5900, -2.8454, 0.9153)
H (-2.8132, -1.3595, -1.2147)
H (0.6244, -0.9384, -3.6651)
H (-1.8616, -0.6907, -3.2702)
H (-1.2031, -1.9629, 1.5984)

Here are the natural (NBO) charges for atoms 1 to 2, given in e: -0.636 0.154


B is favored, and the nearest alternative lies 23.2 kcal/mol above it.


A.
2 unconnected molecules or ions with the total composition C16H17N, computed with the ωB97M-V functional and the def2-TZVPD basis.

Properties
LUMO level	0.9	eV
highest occupied orbital energy	-8.000	eV
SMILES string	Cc1c[nH]c2ccccc12.Cc1ccccc1
spin multiplicity	1
gap between HOMO and LUMO	8.895	eV

Geometry (Å):
C (-1.6591, 1.4536, 2.2818)
C (-0.3031, 3.6058, -0.3286)
C (-0.7080, 2.3102, 0.1677)
C (-1.1243, 2.5934, 1.5205)
C (-1.0066, 3.8884, 1.8368)
C (-0.0937, 2.5207, -2.4710)
C (-0.1769, 3.7474, -1.7317)
C (-0.0073, 1.1969, -1.8666)
C (-0.3530, 1.1677, -0.4995)
N (-0.4825, 4.6000, 0.6361)
H (-0.1139, 2.5926, -3.5828)
H (-0.1896, 4.6913, -2.2533)
H (0.0754, 0.2939, -2.4571)
H (-0.3671, 0.1383, -0.0555)
H (-0.8048, 5.5210, 0.3788)
H (-1.3869, 4.4011, 2.8272)
H (-0.8948, 1.1558, 3.0935)
H (-1.9494, 0.7370, 1.4628)
H (-2.4869, 1.6341, 2.9279)
C (-1.0705, -3.2250, 0.7546)
C (2.5485, -2.2611, -0.0408)
C (2.9218, -3.1991, -0.9918)
C (1.2391, -2.3047, 0.5571)
C (0.2706, -3.1343, 0.1185)
C (1.9332, -4.0634, -1.3778)
C (0.5589, -4.0124, -0.9115)
H (3.1969, -1.5038, 0.2790)
H (4.0154, -3.2327, -1.3176)
H (0.9196, -1.5272, 1.3713)
H (2.2019, -5.0918, -1.8473)
H (-1.5601, -4.2175, 0.7445)
H (-1.8720, -2.6364, 0.2307)
H (-0.1537, -4.7078, -1.2744)
H (-1.1170, -3.1320, 1.8185)

Here are the natural (NBO) charges for atoms 1 to 2, given in e: -0.640 0.185


B.
2 unconnected molecules or ions with the total composition C16H17N, computed with the ωB97M-V functional and the def2-TZVPD basis.

Properties
LUMO level	0.8	eV
highest occupied orbital energy	-7.701	eV
SMILES string	Cc1c[nH]c2ccccc12.Cc1ccccc1
spin multiplicity	1
gap between HOMO and LUMO	8.456	eV

Geometry (Å):
C (4.9286, -1.4989, -0.1406)
C (1.5820, -0.9362, 1.4478)
C (2.9255, -0.5311, 1.1694)
C (3.5395, -1.5529, 0.3967)
C (2.5539, -2.4837, 0.1633)
C (1.2718, 1.0566, 2.5844)
C (0.7117, -0.1404, 2.1831)
C (2.5638, 1.5051, 2.3197)
C (3.4658, 0.6788, 1.6525)
N (1.4441, -2.2098, 0.9315)
H (0.6957, 1.8080, 3.1291)
H (-0.3188, -0.3259, 2.4331)
H (2.9488, 2.4384, 2.7073)
H (4.5056, 0.9422, 1.7351)
H (0.6101, -2.7277, 0.7899)
H (2.7508, -3.4273, -0.3265)
H (4.9381, -0.8322, -1.0052)
H (5.2509, -2.4958, -0.4205)
H (5.5986, -1.1477, 0.6478)
C (-4.5119, 0.6721, 0.4885)
C (-2.2219, 1.6816, -2.3634)
C (-2.7478, 1.6004, -1.1023)
C (-2.8884, 1.1249, -3.4772)
C (-3.9113, 0.8742, -0.9092)
C (-3.9805, 0.2946, -3.2274)
C (-4.4835, 0.1531, -1.9379)
H (-1.2879, 2.1788, -2.6014)
H (-2.2998, 2.0004, -0.1985)
H (-2.3976, 1.3370, -4.4155)
H (-4.4176, -0.0718, -4.1534)
H (-5.4873, 1.1636, 0.4780)
H (-3.9116, 1.2493, 1.1926)
H (-5.3224, -0.5234, -1.8233)
H (-4.6933, -0.3791, 0.6904)

Here are the natural (NBO) charges for atoms 1 to 2, given in e: -0.625 0.131


B is favored, and the nearest alternative lies 41.4 kcal/mol above it.


A.
A molecular structure, C4H12F6I2N2PtSb, computed with the ωB97M-V functional and the def2-TZVPD basis.

Properties
LUMO level (alpha / beta)	-8.0 / -11.5	eV
net charge	+2
highest occupied orbital energy (alpha / beta)	-17.546 / -17.541	eV
spin multiplicity	2
gap between HOMO and LUMO (alpha / beta)	9.499 / 6.043	eV

Geometry (Å):
Pt (-0.5465, -0.4005, 0.5147)
N (0.2974, 1.4252, 0.7375)
C (0.1520, 2.3374, -0.4364)
C (-1.2948, 2.7172, -0.6739)
C (-2.1944, 1.5522, -1.0271)
N (-2.3014, 0.5767, 0.1167)
H (-0.0596, 1.8775, 1.5795)
H (1.3015, 1.2698, 0.8966)
H (0.5842, 1.8246, -1.2962)
H (0.7544, 3.2241, -0.2353)
H (-1.3304, 3.4252, -1.5033)
H (-1.6960, 3.2536, 0.1930)
H (-1.8165, 1.0011, -1.8881)
H (-3.2007, 1.9035, -1.2547)
H (-3.1052, -0.0201, -0.0693)
H (-2.5667, 1.0934, 0.9574)
I (-2.1500, -2.6786, 0.2667)
C (-1.0792, -4.5358, 0.4764)
I (0.8818, -3.8113, 0.3949)
H (-1.3199, -5.1470, -0.3875)
H (-1.3361, -4.9696, 1.4360)
F (1.3602, -1.0785, 0.9522)
Sb (3.3599, -0.8152, 0.1032)
F (3.0371, 0.9812, 0.6090)
F (2.2776, -0.5117, -1.3989)
F (4.9902, -0.6119, -0.7107)
F (3.1156, -2.6808, -0.1844)
F (3.8857, -1.2016, 1.8319)

Here are the natural (NBO) charges for atoms 1 to 2, given in e: 0.793 -0.738


B.
A molecular structure, C4H12F6I2N2PtSb, computed with the ωB97M-V functional and the def2-TZVPD basis.

Properties
LUMO level (alpha / beta)	-9.8 / -10.7	eV
net charge	+2
highest occupied orbital energy (alpha / beta)	-17.204 / -18.007	eV
spin multiplicity	2
gap between HOMO and LUMO (alpha / beta)	7.431 / 7.312	eV

Geometry (Å):
Pt (-0.0772, -0.2647, -0.0485)
N (1.9054, 0.1641, 0.0426)
C (2.6271, -0.5456, 1.1542)
C (2.7562, -2.0266, 0.8490)
C (1.4284, -2.7551, 0.7567)
N (0.5942, -2.2400, -0.3665)
H (2.3350, -0.0930, -0.8473)
H (2.0233, 1.1742, 0.1258)
H (2.0741, -0.3666, 2.0770)
H (3.6096, -0.0806, 1.2452)
H (3.3433, -2.4829, 1.6463)
H (3.3388, -2.1666, -0.0688)
H (0.8414, -2.6548, 1.6691)
H (1.5856, -3.8202, 0.5792)
H (-0.2815, -2.7626, -0.4474)
H (1.0786, -2.3500, -1.2572)
I (-0.5864, 2.1087, 1.2429)
C (-1.6078, 2.7202, -0.5271)
I (-0.7718, 1.5310, -2.0733)
H (-1.4359, 3.7737, -0.7205)
H (-2.6513, 2.4478, -0.4108)
F (-1.2357, -1.5018, 1.6066)
Sb (-3.0356, -1.7233, 0.7584)
F (-2.6290, -3.5336, 0.7446)
F (-1.8510, -1.5967, -0.8372)
F (-4.5403, -1.7258, -0.3004)
F (-2.8285, 0.1845, 0.5548)
F (-3.8094, -1.5633, 2.4207)

Here are the natural (NBO) charges for atoms 1 to 2, given in e: 1.066 -0.706


A is favored, and the nearest alternative lies 1.9 kcal/mol above it.


A.
2 unconnected molecules or ions with the total composition C2H6N2O, computed with the ωB97M-V functional and the def2-TZVPD basis.

Properties
LUMO level (alpha / beta)	4.2 / 4.0	eV
net charge	-1
highest occupied orbital energy (alpha / beta)	1.057 / -2.599	eV
spin multiplicity	2
gap between HOMO and LUMO (alpha / beta)	3.139 / 6.571	eV

Geometry (Å):
O (2.3526, -1.1170, 0.1111)
C (1.3038, -1.4571, 0.6529)
H (1.0346, -2.4707, 0.9857)
H (0.8133, -0.6723, 1.2023)
N (0.0695, 1.0865, -0.9392)
C (-1.1305, 0.8653, -0.4139)
N (-1.2822, 0.3354, 0.7548)
H (0.1872, 1.3190, -1.8336)
H (0.9174, 0.7851, -0.4678)
H (-1.9472, 1.2893, -0.9552)
H (-2.3185, 0.0365, 0.9028)

Here are the natural (NBO) charges for atoms 1 to 2, given in e: -0.803 -0.188


B.
2 unconnected molecules or ions with the total composition C2H6N2O, computed with the ωB97M-V functional and the def2-TZVPD basis.

Properties
LUMO level (alpha / beta)	3.8 / 3.8	eV
net charge	-1
highest occupied orbital energy (alpha / beta)	0.548 / -3.452	eV
spin multiplicity	2
gap between HOMO and LUMO (alpha / beta)	3.268 / 7.210	eV

Geometry (Å):
C (0.3558, -0.4339, -2.3868)
N (-0.1764, -1.4173, -1.6140)
H (1.2808, -0.6680, -2.9076)
H (0.0689, 0.6220, -2.4376)
H (-1.0793, -1.1652, -1.2175)
C (-0.3352, 0.8687, 2.2344)
N (0.1499, 0.1828, 1.2090)
O (-0.0166, 2.0002, 2.5675)
H (-1.1420, 0.3622, 2.7885)
H (1.0747, 0.3727, 0.8510)
H (-0.1807, -0.7243, 0.9134)

Here are the natural (NBO) charges for atoms 1 to 2, given in e: -0.488 -0.957


B is favored, and the nearest alternative lies 21.9 kcal/mol above it.


A.
2 unconnected molecules or ions with the total composition CH4FNS, computed with the ωB97M-V functional and the def2-TZVPD basis.

Properties
LUMO level	-1.3	eV
highest occupied orbital energy	-11.644	eV
spin multiplicity	1
gap between HOMO and LUMO	10.366	eV

Geometry (Å):
C (-1.3833, -0.5561, -0.0268)
N (2.1129, 1.0530, -1.2345)
F (3.0606, 0.5960, 1.2362)
S (1.8921, 1.3215, 0.1485)
H (-1.1095, 0.4243, -0.1319)
H (-2.1020, -0.7488, -0.8855)
H (-1.9251, -0.7817, 0.7947)
H (-0.5457, -1.3082, 0.0991)

Here are the natural (NBO) charges for atoms 1 to 2, given in e: -0.845 -0.646


B.
2 unconnected molecules or ions with the total composition CH4FNS, computed with the ωB97M-V functional and the def2-TZVPD basis.

Properties
LUMO level (alpha / beta)	-2.1 / -2.5	eV
highest occupied orbital energy (alpha / beta)	-10.211 / -9.315	eV
spin multiplicity	1
gap between HOMO and LUMO (alpha / beta)	8.108 / 6.767	eV

Geometry (Å):
C (-0.0636, -0.5960, -0.5124)
N (-0.7776, 0.3905, 0.1995)
F (2.0265, 1.3583, 0.8054)
S (-0.3299, 0.5142, 1.7325)
H (0.9801, -0.3167, -0.2508)
H (-0.1161, -1.6445, -0.1319)
H (-0.1818, -0.5343, -1.5840)
H (-1.5377, 0.8284, -0.2584)

Here are the natural (NBO) charges for atoms 1 to 2, given in e: -0.482 -0.620


A is favored, and the nearest alternative lies 36.5 kcal/mol above it.


A.
2 unconnected molecules or ions with the total composition C2H9N2Si, computed with the ωB97M-V functional and the def2-TZVPD basis.

Properties
LUMO level (alpha / beta)	-5.3 / -7.2	eV
net charge	+1
highest occupied orbital energy (alpha / beta)	-15.231 / -12.929	eV
spin multiplicity	1
gap between HOMO and LUMO (alpha / beta)	9.939 / 5.697	eV

Geometry (Å):
C (0.6525, 1.1058, 1.3490)
C (0.2357, -0.1397, -1.6256)
N (0.1801, 0.1838, 2.0961)
N (0.9873, 2.2416, 1.8554)
Si (-0.8429, -1.6282, -1.7610)
H (-0.1219, 0.8807, -1.6020)
H (1.1963, -0.2683, -2.0147)
H (-0.2088, -0.7678, 1.7734)
H (0.0868, 0.2315, 3.1579)
H (1.3446, 2.8174, 1.2085)
H (0.8453, 2.4712, 2.8956)
H (-0.0186, -2.6878, -1.1556)
H (-0.7972, -2.1872, -3.1960)
H (-2.0656, -1.2141, -1.1427)

Here are the natural (NBO) charges for atoms 1 to 2, given in e: 0.560 -0.516


B.
2 unconnected molecules or ions with the total composition C2H9N2Si, computed with the ωB97M-V functional and the def2-TZVPD basis.

Properties
LUMO level (alpha / beta)	-7.3 / -7.4	eV
net charge	+1
highest occupied orbital energy (alpha / beta)	-10.995 / -10.798	eV
spin multiplicity	1
gap between HOMO and LUMO (alpha / beta)	3.689 / 3.402	eV

Geometry (Å):
C (-0.6124, 1.5112, -0.8325)
C (-0.3916, -0.1758, -2.5579)
N (0.2801, -0.4810, -0.3150)
N (-0.2409, 0.2970, -1.1672)
Si (0.8007, 0.0898, 3.5937)
H (-0.6564, 1.8638, 0.1605)
H (0.3434, -1.2656, 3.4045)
H (-0.8263, 2.3268, -1.6305)
H (-0.4708, -1.2921, -2.4382)
H (-1.4085, 0.1052, -2.9341)
H (0.4995, 0.0460, -3.0902)
H (0.4349, -1.4610, -0.6235)
H (0.7232, 0.2435, 5.1199)
H (1.1091, 1.1398, 2.5475)

Here are the natural (NBO) charges for atoms 1 to 2, given in e: -0.247 -0.437


A is favored, and the nearest alternative lies 28.2 kcal/mol above it.